1.
Below is a cluster of 6 separate species, C12H36O6 in total, with properties calculated with the ωB97M-V functional and the def2-TZVPD basis.

XYZ file:
```
54
Properties=species:S:1:pos:R:3:forces:R:3
O -1.948027 -3.122774 1.329985 0.412 0.510 -0.209
H -2.330349 -3.580289 0.563621 0.587 0.150 0.212
H -1.068684 -2.731019 1.028754 -1.183 -0.792 -0.156
O -1.820110 -0.791372 -1.364655 0.579 0.025 -1.092
H -1.995957 -0.040068 -1.947955 0.093 -0.272 0.289
H -2.350484 -0.662883 -0.577866 -0.639 0.206 0.642
C 3.613131 1.275243 -3.361701 0.690 0.699 0.083
C 3.316957 2.228315 -2.154996 -0.498 -2.959 2.964
C 2.684286 3.520013 -2.497974 -0.184 0.546 -3.482
O 2.366250 1.377422 -1.314895 0.797 0.301 -1.844
H 3.940200 0.210740 -3.136575 -0.284 1.598 0.292
H 4.420343 1.817241 -3.893222 -0.213 -0.641 -0.145
H 2.765193 1.183333 -4.058089 0.072 0.266 0.421
H 4.234319 2.406257 -1.525926 -0.643 -0.414 -0.685
H 1.859732 3.249606 -3.195041 0.262 0.368 0.287
H 3.420929 4.090547 -3.142295 -0.730 -0.364 0.684
H 2.242723 4.215330 -1.807905 0.300 -0.219 1.030
H 2.216564 1.650135 -0.414143 0.470 0.753 0.523
C -5.205472 0.434467 0.116316 -1.393 0.126 -0.736
C -4.818536 -0.667794 1.081288 -0.298 -0.128 -0.722
C -5.561458 -1.966126 0.744251 -0.610 1.240 0.889
O -3.432091 -0.768376 0.880282 1.281 -2.117 0.822
H -5.460028 0.045035 -0.909680 0.489 0.116 0.932
H -4.422879 1.174564 0.007784 0.188 0.101 0.133
H -6.112355 0.944400 0.443385 -0.048 0.110 0.065
H -5.059748 -0.440316 2.141166 0.243 0.279 -0.469
H -5.441849 -2.664293 1.571623 0.070 -0.393 -0.346
H -5.298532 -2.328785 -0.230149 0.407 -0.446 -0.374
H -6.618147 -1.673648 0.690744 0.013 -0.334 0.106
H -3.109219 -1.698217 1.130773 -0.162 1.482 -0.086
C 1.836542 -2.799780 -1.908508 -0.839 2.154 0.198
C 1.470683 -2.988136 -0.453431 -0.623 -0.165 -0.348
C 2.479869 -2.285121 0.440144 -0.886 1.257 0.041
O 0.154576 -2.427095 -0.272745 0.272 -0.643 1.285
H 2.726695 -3.270173 -2.242834 0.815 -0.427 -0.193
H 1.913004 -1.691357 -1.978345 0.602 -0.468 -0.230
H 1.016254 -2.964800 -2.591898 -0.300 -0.855 -0.091
H 1.435286 -4.078620 -0.176013 -0.190 0.935 -0.155
H 2.652171 -1.211704 0.211834 -0.372 -0.555 -0.437
H 3.409443 -2.765895 0.305114 1.225 -0.669 0.214
H 2.172925 -2.260787 1.480476 0.004 -0.511 0.244
H -0.257359 -1.936154 -0.992908 0.309 0.205 -0.392
C 1.016846 3.000622 3.406588 0.856 -0.119 0.171
C 1.512305 1.730740 2.731096 1.099 -0.222 -0.503
C 0.345993 1.143817 1.907537 2.284 0.400 0.680
O 2.739785 1.979223 1.934341 -1.705 -0.179 -0.473
H 1.792742 3.531143 3.971490 -0.010 -0.162 -0.129
H 0.235712 2.753077 4.104844 -0.458 -0.051 0.255
H 0.624832 3.677908 2.653027 -0.052 0.095 -0.078
H 1.808195 0.911270 3.397389 -0.114 0.460 0.496
H 0.721187 0.316333 1.319149 -0.182 -0.107 -0.432
H -0.068410 1.956775 1.327345 -0.676 -0.271 -0.209
H -0.223390 0.735161 2.728107 -1.128 0.025 -0.319
H 3.457405 2.256859 2.501317 0.000 0.079 0.375
```
Forces are in eV/Å.

Calculated values
HOMO energy	-9.876	eV
ΔE to the lowest compared entry with this formula, charge and spin	1.231	eV
LUMO	0.741	eV
charge	0
SMILES string	CC(C)O.CC(C)O.CC(C)O.CC(C)O.O.O

2.
Below is the molecule C3H4N4O, with properties calculated with the ωB97M-V functional and the def2-TZVPD basis.

XYZ file:
```
12
Properties=species:S:1:pos:R:3:forces:R:3
C 1.265927 -0.487312 0.197175 1.265 -0.792 0.704
C -0.792920 -1.586595 -0.004805 0.217 0.372 -0.005
C -0.927953 1.437936 -0.095546 -1.582 -0.714 0.770
H 2.071572 1.183764 -0.384519 0.918 0.449 -0.106
H 2.308214 -0.677091 0.457891 0.088 0.026 0.001
H -1.176365 -2.507682 -0.340664 -0.185 -1.233 -0.568
H -1.819826 2.030416 -0.285494 0.406 0.217 -0.451
N 1.194303 0.817442 -0.124646 -0.483 0.030 -0.506
N 0.554700 -1.545552 0.268226 -0.779 0.170 -0.182
N -1.724608 -0.734063 0.116308 -0.105 0.484 0.674
N 0.198106 1.648357 -0.590662 0.168 0.525 -0.103
O -1.151150 0.420380 0.786737 0.073 0.466 -0.229
```
Forces are in eV/Å.

Calculated values
HOMO energy	-9.357	eV
ΔE to the lowest compared entry with this formula, charge and spin	4.187	eV
LUMO	0.390	eV
charge	0
SMILES string	c1nc[nH]ncon1

3.
Below is a cluster of 2 separate species, C31H8BF19 in total, with properties calculated with the ωB97M-V functional and the def2-TZVPD basis.

XYZ file:
```
59
Properties=species:S:1:pos:R:3:forces:R:3
F 3.081708 -1.364538 -2.976879 -0.477 1.799 0.018
C 2.809495 -0.015946 -2.901469 0.629 -0.889 0.011
C 3.802254 0.878315 -3.313177 -0.658 0.189 0.355
C 3.514478 2.239474 -3.175921 0.744 0.446 -0.358
F 4.467801 3.149182 -3.593570 -1.243 -1.116 0.552
C 2.333451 2.712522 -2.632494 -0.853 -0.047 0.427
C 1.313415 1.784662 -2.256017 1.425 -0.930 -0.232
C 0.025661 2.221596 -1.773864 -0.306 0.691 -1.031
C -1.202045 1.869935 -2.392734 -0.819 -0.132 -0.170
C -2.382128 2.621414 -2.076218 0.646 -0.138 0.145
C -3.586384 2.291003 -2.657693 -1.211 0.478 0.462
F -4.721005 2.963188 -2.250960 1.513 -0.764 -0.712
C -3.728524 1.269901 -3.600934 0.655 0.233 0.545
C -2.562540 0.578543 -3.940582 0.050 -0.975 -0.617
F -2.672867 -0.443376 -4.862087 0.213 1.387 1.099
C -1.322637 0.853522 -3.390714 0.080 0.056 -0.206
C 1.586307 0.400719 -2.403949 -0.509 0.111 -0.181
H 4.753710 0.534033 -3.698179 -0.082 0.028 0.020
H 2.125737 3.779125 -2.565351 0.315 -0.193 0.026
H -0.004862 3.062315 -1.067434 0.027 -0.339 -0.193
H -2.297498 3.473544 -1.408045 -0.254 -0.292 0.134
H -4.691925 1.028920 -4.032909 0.091 0.000 0.003
H -0.439773 0.342261 -3.775569 -0.419 0.015 0.174
H 0.819099 -0.324339 -2.128438 0.457 0.051 0.184
F 1.327973 -5.718908 -1.023566 -0.083 0.448 0.231
C 1.009812 -4.532457 -0.478229 -0.093 0.124 0.050
C -0.255470 -4.315124 0.050973 -0.269 0.085 -0.038
F -1.157403 -5.312535 0.037671 0.275 0.235 -0.004
C -0.612326 -3.059352 0.551671 0.362 -0.277 -0.187
F -1.879909 -2.963806 1.030415 0.603 0.033 -0.290
C 0.282302 -1.984810 0.582181 0.143 -0.555 0.034
B -0.001890 -0.532492 1.201362 -0.096 0.234 0.048
C -1.443757 -0.408231 1.936684 -0.355 0.272 -0.275
C -2.461331 0.349122 1.374864 -0.340 -0.230 0.566
F -2.276220 0.992386 0.189272 -0.095 -0.088 0.150
C -3.718003 0.506903 1.959506 0.213 0.212 -0.330
F -4.641510 1.283705 1.361612 0.070 -0.164 0.103
C -4.001665 -0.113492 3.160906 0.069 -0.155 0.207
F -5.206631 0.027873 3.744376 0.511 -0.058 -0.255
C -3.005606 -0.878821 3.763439 0.320 -0.091 0.018
F -3.258772 -1.486208 4.934090 0.041 0.172 -0.303
C -1.750986 -1.004161 3.158441 -0.401 0.127 0.257
F -0.827592 -1.747325 3.820246 -0.496 0.309 -0.474
C 1.090627 -0.091568 2.307764 0.144 0.125 0.261
C 1.152915 1.257947 2.648455 0.331 -0.007 0.338
F 0.292394 2.155280 2.077457 0.523 -0.419 0.101
C 2.043784 1.763068 3.594398 -0.143 0.147 -0.162
F 2.085349 3.082439 3.856394 -0.010 -0.260 -0.012
C 2.903200 0.901368 4.263205 -0.018 -0.108 -0.057
F 3.785273 1.364867 5.166958 -0.359 -0.122 -0.350
C 2.828921 -0.457510 3.987970 -0.017 -0.305 -0.175
F 3.644702 -1.311384 4.631300 -0.247 0.285 -0.097
C 1.922655 -0.940411 3.039706 0.157 0.362 0.418
F 1.863351 -2.290790 2.920669 0.084 0.699 -0.165
H 0.073416 0.279463 0.250327 -0.083 -0.100 0.256
C 1.558690 -2.257348 0.085823 0.026 -0.505 -0.241
F 2.540300 -1.311312 0.142758 -0.552 -0.300 -0.194
C 1.927169 -3.488139 -0.454542 0.067 0.200 -0.170
F 3.145316 -3.664188 -0.999397 -0.294 0.005 0.286
```
Forces are in eV/Å.

Calculated values
HOMO energy	-8.647	eV
ΔE to the lowest compared entry with this formula, charge and spin	2.051	eV
LUMO	-4.451	eV
charge	0

4.
Below is the molecule C3H4N2O2, with properties calculated with the ωB97M-V functional and the def2-TZVPD basis.

XYZ file:
```
11
Properties=species:S:1:pos:R:3:forces:R:3
C -1.032677 -0.387819 -0.010651 -0.468 0.902 -0.218
C 1.282438 -0.988596 -0.121457 1.560 1.506 0.985
C 0.617241 1.415652 0.046280 0.212 0.581 1.180
H -2.853000 -0.161267 0.082754 -0.201 0.248 -0.281
H -1.058408 -1.447058 0.012846 -0.548 -1.194 0.182
H 0.839327 -1.981960 -0.348280 0.343 0.266 0.008
H -0.241538 2.071392 0.455336 1.047 -1.014 -0.888
N -2.018602 0.404437 -0.053765 0.026 -0.474 0.420
N 0.272107 0.026117 -0.025805 1.343 0.263 -0.541
O 2.453363 -0.750590 0.111443 -2.111 -1.127 -0.718
O 1.739754 1.799689 -0.148705 -1.203 0.041 -0.128
```
Forces are in eV/Å.

Calculated values
HOMO energy	-10.242	eV
ΔE to the lowest compared entry with this formula, charge and spin	2.083	eV
LUMO	0.415	eV
charge	0
SMILES string	[H]/N=C/N(C=O)C=O

5.
Below is the ion C31H42N3O3 with charge +1, with properties calculated with the ωB97M-V functional and the def2-TZVPD basis.

XYZ file:
```
79
Properties=species:S:1:pos:R:3:forces:R:3
C 1.298517 3.607118 1.141854 0.198 0.097 0.040
C 0.495690 4.811988 0.675198 0.130 -0.245 0.408
C -0.352913 4.552513 -0.580721 0.682 0.912 0.308
C -0.821074 3.171702 -0.869528 -1.650 -0.382 -0.549
N -1.779955 3.084211 -1.816741 1.515 0.370 1.583
C -2.212362 4.354589 -2.438340 -0.088 0.324 -0.512
C -3.209605 4.208143 -3.583072 -0.557 -0.705 -0.617
O -3.199190 2.912244 -4.183476 0.063 0.232 0.931
C -3.535948 1.916524 -3.220615 -0.465 0.567 -0.750
C -2.551586 1.849926 -2.058116 0.218 -0.571 -0.286
C -0.477480 2.003573 0.074275 -0.205 1.923 0.537
C 0.412014 2.381452 1.294798 -0.380 0.481 0.412
H 2.134254 3.427778 0.457184 -0.158 0.035 0.185
H 1.732496 3.815525 2.128387 0.026 0.053 -0.281
H -0.166395 5.128104 1.493903 0.096 -0.065 -0.206
H 1.168302 5.651925 0.469820 -0.212 -0.098 0.050
H -1.202521 5.252881 -0.476974 0.225 -0.481 -0.440
H 0.227712 4.901411 -1.456169 -0.305 -0.166 0.117
H -2.709443 4.981393 -1.681226 0.414 -0.177 -0.095
H -1.343664 4.894603 -2.840141 -0.130 -0.325 0.425
H -4.221374 4.445843 -3.194922 0.305 -0.140 -0.421
H -2.933617 4.888125 -4.401953 -0.285 -0.057 0.459
H -4.554619 2.075439 -2.815537 0.254 0.035 -0.417
H -3.497868 0.979428 -3.794622 -0.195 0.209 0.467
H -1.870265 1.027609 -2.309444 -0.184 0.663 0.337
H -3.113960 1.582157 -1.150861 0.446 0.151 -0.092
H -1.479085 1.904634 0.540675 0.100 -0.148 -0.344
H 1.013366 1.530620 1.633272 -0.240 0.137 -0.352
H -0.293148 2.601274 2.114142 0.333 -0.079 -0.091
C -4.069067 -4.299168 4.494102 -0.237 -0.271 -0.223
C -3.162909 -3.234848 3.870559 -0.303 0.330 0.232
N -3.417178 -3.007997 2.452259 0.041 -0.140 -0.265
C -2.635603 -2.086772 1.781487 -0.207 -0.009 -0.160
C -3.077791 -1.561014 0.545010 0.013 -0.176 0.057
C -2.246123 -0.752737 -0.211314 0.211 -0.012 0.261
C -1.005266 -0.346658 0.272448 0.392 0.027 0.095
C -0.147435 0.666176 -0.498055 0.013 -2.155 -1.345
C 1.299389 0.157193 -0.595437 0.109 0.274 -0.451
C 1.489648 -1.221419 -0.789855 0.119 0.231 0.228
C 2.759727 -1.774961 -0.874283 -0.002 0.371 0.001
C 3.894879 -0.944922 -0.771253 -0.141 0.149 -0.021
N 5.168860 -1.479537 -0.928841 -0.110 0.069 -0.413
C 6.238629 -1.012565 -0.060509 0.231 -0.638 0.305
C 7.607258 -1.402626 -0.615509 0.055 -0.105 -0.247
O 7.666378 -2.765144 -1.032904 -0.503 0.295 -0.197
C 6.665692 -3.085671 -2.004215 0.237 0.128 0.245
C 5.262593 -2.834164 -1.462903 0.430 -0.191 0.446
C 3.707707 0.450275 -0.625179 -0.136 -0.218 -0.300
C 2.423992 0.994487 -0.660761 0.021 -0.717 0.326
C -0.584637 -0.794698 1.539041 -0.552 -0.064 -0.384
C -1.380966 -1.662415 2.275478 0.121 0.078 0.144
C -4.685711 -3.372398 1.826349 -0.295 0.151 0.388
C -5.364020 -4.529970 2.537122 0.039 0.053 0.457
O -5.386914 -4.322873 3.950015 0.602 -0.054 -0.388
H -3.574912 -5.280609 4.372602 -0.390 0.111 0.069
H -4.218103 -4.080185 5.558962 0.283 -0.188 -0.277
H -3.293057 -2.300939 4.448022 0.117 -0.081 -0.308
H -2.124814 -3.569392 3.992828 -0.214 0.092 0.084
H -4.071258 -1.782206 0.153435 0.459 -0.048 0.155
H -2.590145 -0.440594 -1.196782 0.119 -0.241 0.357
H -0.463798 0.654049 -1.546915 0.005 -0.176 0.320
H 0.630406 -1.887751 -0.887334 0.196 0.236 0.234
H 2.868654 -2.854106 -0.992525 -0.084 0.444 0.001
H 6.185950 0.073652 0.025298 0.096 -0.142 0.069
H 6.147617 -1.450207 0.953276 -0.144 0.135 -0.213
H 7.846340 -0.726195 -1.456701 0.086 -0.286 0.124
H 8.374327 -1.322685 0.167724 -0.254 0.203 -0.298
H 6.794120 -2.484081 -2.926320 0.174 -0.214 0.318
H 6.811014 -4.156506 -2.218268 -0.133 0.468 -0.080
H 5.037126 -3.595861 -0.689453 -0.013 0.181 -0.204
H 4.556046 -2.946854 -2.294674 0.098 0.048 0.243
H 4.578978 1.105609 -0.546198 -0.386 -0.179 -0.290
H 2.304861 2.067827 -0.783904 0.068 -0.241 0.344
H 0.381620 -0.481464 1.940605 -0.295 -0.203 -0.157
H -1.006026 -2.015793 3.241035 -0.235 0.148 -0.442
H -5.389173 -2.516471 1.817574 0.268 -0.148 -0.043
H -4.495238 -3.682179 0.789827 -0.057 0.124 0.201
H -6.422195 -4.577042 2.251599 0.371 -0.131 -0.145
H -4.845751 -5.468328 2.262384 -0.233 0.134 0.341
```
Forces are in eV/Å.

Calculated values
HOMO energy	-9.698	eV
LUMO	-3.528	eV
charge	+1
SMILES string	c1cc(N2CCOCC2)ccc1C(c1ccc(N2CCOCC2)cc1)[C@H]1CCCCC1=[N+]1CCOCC1

6.
Below is a cluster of 2 separate species, C10H16 in total, with properties calculated with the ωB97M-V functional and the def2-TZVPD basis.

XYZ file:
```
26
Properties=species:S:1:pos:R:3:forces:R:3
C -2.635810 -1.415100 1.124454 4.964 -2.103 -1.190
C -3.030568 2.155894 0.282690 -4.109 -0.719 1.472
C -1.933261 2.531258 -0.350166 2.502 3.588 -1.462
C -3.281324 0.914784 0.855921 2.481 0.021 -1.088
C -2.270640 -0.036813 0.711482 0.006 1.389 1.236
C -0.833130 1.673675 -0.349616 -0.454 -2.523 1.606
C -0.955963 0.379749 0.250702 -3.732 1.237 -0.526
H -3.924682 2.756169 0.320783 0.157 0.914 -0.064
H -1.928794 3.680323 -0.683478 0.446 -2.910 0.318
H -4.172006 0.742261 1.412627 -0.637 -0.346 -0.003
H 0.142919 1.861943 -0.697506 0.845 0.862 -0.622
H -2.210218 -1.999298 0.231915 -1.249 0.037 1.129
H -3.590238 -1.703441 1.392244 -2.316 0.112 -0.115
H -0.190028 -0.344763 0.303693 0.456 -0.164 -0.235
H -2.024925 -1.870258 1.949491 -0.085 0.813 -0.407
C 3.304978 -0.991224 -0.122498 2.996 0.289 0.780
C 3.809500 -0.533144 -1.530449 -1.199 -0.319 2.116
C 1.857118 -1.093323 -0.001240 -2.914 1.795 -1.797
H 3.819351 -1.994668 0.069298 -0.538 1.362 0.115
H 3.627153 -0.234398 0.671835 0.127 -1.065 -1.054
H 4.827207 -0.518761 -1.516454 3.260 0.225 0.565
H 1.480251 -1.933286 -0.606616 -0.183 -0.070 0.657
H 3.574357 0.458523 -1.850859 -1.002 0.454 -0.267
H 3.694763 -1.302058 -2.230271 -1.216 -0.911 -1.450
H 1.368977 -0.996841 1.021148 1.006 -0.488 -1.257
H 1.475011 -0.187199 -0.659135 0.387 -1.482 1.545
```
Forces are in eV/Å.

Calculated values
HOMO energy	-8.840	eV
ΔE to the lowest compared entry with this formula, charge and spin	2.415	eV
LUMO	0.965	eV
charge	0
SMILES string	Cc1ccccc1.CCC

no.,F_max (eV Å⁻¹),electronic energy (a.u.),HOMO-LUMO gap (eV)
1,4.2,-930.1978,10.62
2,1.9,-410.8494,9.75
3,1.9,-3108.2590,4.20
4,2.5,-376.6872,10.66
5,2.5,-1596.1205,6.17
6,5.5,-390.5471,9.81